An isolated ion of composition C3H7FN3 and charge +1, computed with ωB97M-V/def2-TZVPD.

Last column: Löwdin charge in e.
CARTESIAN COORDINATES (ANGSTROEM)
C -1.0715 0.6349 0.8445  0.0079
C -0.5612 -0.5052 0.0654  -0.3688
N -1.3386 -1.5328 -0.2748  0.2065
N 0.6707 -0.5743 -0.5156  0.1607
C 1.8740 0.0100 -0.1923  -0.2255
N 3.0219 0.6809 -0.7249  0.1929
F 2.1013 0.0822 1.1706  0.0495
H -1.8834 0.3745 1.5365  0.0999
H -0.2634 1.2357 1.3328  0.1058
H -1.5656 1.3076 0.0362  0.1480
H -2.3548 -1.5975 0.1375  0.2037
H -1.0320 -2.2365 -0.8588  0.0991
H 3.7515 0.7996 0.1203  0.2068
H 3.1652 0.8756 -1.6985  0.1135

Calculated values
LUMO level (eV): -4.41
Multiplicity: 1
Molecular weight (g mol⁻¹): 104.1
Frontier orbital gap (eV): 10.49
SMILES: CC(=[NH2+])/N=C(/N)F
Relative energy (zero: lowest compared OMol25 entry of this formula, charge and spin) (kJ/mol): 67.05
Net charge: +1

***

The molecule C3H7FNO2P, computed with ωB97M-V/def2-TZVPD.

Last column: Löwdin charge in e.
CARTESIAN COORDINATES (ANGSTROEM)
C 1.0238 0.4000 -1.6153  -0.0156
O -0.2319 0.6936 -0.8620  -0.1410
C -0.5323 0.0399 0.2357  -0.3172
O 0.4245 0.4035 1.3421  -0.4747
P 1.6783 1.6880 1.6037  0.8837
C -1.4064 -1.0149 0.1580  -0.3028
N -1.9038 -1.9469 1.0790  0.1195
F -2.0332 -1.0045 -1.0370  0.0657
H 1.2477 1.3410 -2.0878  0.0843
H 0.6566 -0.4163 -2.3446  0.1218
H 1.6993 -0.0129 -0.8937  0.0588
H 0.8503 2.8492 1.2623  -0.0875
H 2.0400 1.6743 0.2881  -0.1700
H -1.9722 -2.9179 0.8639  0.0821
H -1.5405 -1.7763 2.0077  0.0930

Calculated values
LUMO level (eV): 0.51
Multiplicity: 1
Molecular weight (g mol⁻¹): 139.1
Frontier orbital gap (eV): 8.13
SMILES: CO/C(OP)=C(/N)F
Relative energy (zero: lowest compared OMol25 entry of this formula, charge and spin) (kJ/mol): 233.23
Net charge: 0

***

The molecule C3H7FS, computed with ωB97M-V/def2-TZVPD.

Last column: Löwdin charge in e.
CARTESIAN COORDINATES (ANGSTROEM)
C 1.3078 -0.8513 -0.5684  -0.1687
C -0.0440 -0.1987 -0.3543  -0.7440
S -0.9352 -1.0961 0.9739  0.7271
C 0.0019 1.2851 0.0407  -0.2491
F 0.3447 1.9953 -1.1163  -0.0575
H 1.9204 -0.9547 0.4107  0.0948
H 1.8848 -0.2665 -1.3424  0.0910
H 1.1032 -1.8402 -1.0539  0.0835
H -0.6091 -0.3544 -1.2774  0.1016
H 0.2229 -1.2752 1.7125  -0.1078
H -0.9874 1.5485 0.3703  0.0853
H 0.7324 1.3117 0.9359  0.1439

Calculated values
LUMO level (eV): 0.90
Multiplicity: 1
Molecular weight (g mol⁻¹): 94.2
Frontier orbital gap (eV): 10.32
SMILES: C[C@@H](S)CF
Relative energy (zero: lowest compared OMol25 entry of this formula, charge and spin) (kJ/mol): 22.36
Net charge: 0

***

The molecule C3H7FS2, computed with ωB97M-V/def2-TZVPD.

Last column: Löwdin charge in e.
CARTESIAN COORDINATES (ANGSTROEM)
F 1.4651 -1.5833 -0.1427  -0.0425
C 0.1339 -1.5009 -0.1731  -0.3058
C -0.3955 -0.0575 -0.2853  -0.6812
S -2.2395 -0.0240 -0.2068  0.7306
C 0.2449 0.8613 0.8749  -0.5732
S 1.9711 1.2514 0.4844  0.6932
H -0.1712 -1.9437 0.7518  0.1134
H -0.2438 -2.0761 -0.9943  0.1086
H -0.1173 0.3345 -1.2583  0.0745
H -2.2765 1.0551 -1.0268  -0.1230
H -0.2679 1.7972 0.9704  0.0359
H 0.1601 0.3896 1.8625  0.0795
H 1.7365 1.4965 -0.8567  -0.1101

Calculated values
LUMO level (eV): 0.62
Multiplicity: 1
Molecular weight (g mol⁻¹): 126.2
Frontier orbital gap (eV): 9.54
SMILES: FC[C@@H](S)CS
Relative energy (zero: lowest compared OMol25 entry of this formula, charge and spin) (kJ/mol): 58.01
Net charge: 0

***

A 3-piece molecular cluster, C3H7I2N2O overall, computed with ωB97M-V/def2-TZVPD.

Last column: Löwdin charge in e.
CARTESIAN COORDINATES (ANGSTROEM)
C 1.9141 -1.1071 -1.9643  -0.3000
C 0.9589 0.7642 2.2347  -0.0099
C 0.1195 0.7274 1.2107  -0.8194
N 2.4870 -0.6373 -2.8686  0.3008
N -0.4511 -0.5538 0.6611  0.0839
O 1.3053 -1.3753 -0.9909  0.1219
I -0.3520 2.3707 -0.0125  0.9307
I -4.0044 0.5471 -1.0037  0.4492
H 1.1725 1.8839 2.4626  0.0990
H 1.2982 -0.0457 2.8531  0.0778
H -5.3266 0.0189 -0.3251  -0.3422
H 2.5185 -0.2471 -3.7704  0.1141
H -0.8449 -1.0877 1.4905  0.1869
H 0.3924 -1.0359 -0.0237  0.1160
H -1.1874 -0.2224 0.0465  -0.0087

Calculated values
LUMO level (eV): -3.26
Multiplicity: 1
Molecular weight (g mol⁻¹): 340.9
Frontier orbital gap (eV): 9.69
Relative energy (zero: lowest compared OMol25 entry of this formula, charge and spin) (kJ/mol): 143.04
Net charge: +1

***

A 2-piece molecular cluster, C3H7IN overall, computed with ωB97M-V/def2-TZVPD.

Last column: Löwdin charge in e.
CARTESIAN COORDINATES (ANGSTROEM)
C 1.3869 0.8811 0.6347  -0.0078
C 0.9288 1.3484 -0.6932  0.1511
C -0.1563 -1.0616 -0.4794  0.0134
N 0.4165 0.2771 -0.2428  -0.0530
I -3.4650 0.0755 0.4415  0.5681
H 2.3248 0.3766 0.7505  0.1153
H 1.0305 1.4825 1.5531  0.1544
H 1.2628 1.7686 -1.6877  0.1887
H -0.5868 -0.9259 -1.5514  0.1490
H 0.7437 -1.6521 -0.3044  0.1216
H -0.9535 -1.1668 0.2001  -0.0286
H -2.9829 0.8134 1.7106  -0.3720

Calculated values
LUMO level (eV): -5.49
Multiplicity: 1
Molecular weight (g mol⁻¹): 184.0
Frontier orbital gap (eV): 7.95
Relative energy (zero: lowest compared OMol25 entry of this formula, charge and spin) (kJ/mol): 352.36
Net charge: +1

***

The molecule C3H7IN2, computed with ωB97M-V/def2-TZVPD.

Last column: Löwdin charge in e.
CARTESIAN COORDINATES (ANGSTROEM)
C 0.0820 -0.3113 -1.1460  -0.2095
C 1.3553 -1.0398 -0.3914  -0.5505
C -1.2524 1.1617 0.4324  -0.0840
N -0.2422 -1.1026 0.9473  0.0453
N -0.7709 -0.1804 0.0600  -0.3953
I 2.9697 0.2499 0.1798  0.6927
H 0.3401 0.6925 -1.4415  0.0711
H -0.2439 -1.0936 -1.9245  0.1216
H 1.6350 -2.0808 -0.2494  0.0122
H -1.6623 1.8111 -0.3486  0.0780
H -2.0512 0.8673 1.1663  0.0874
H -0.3638 1.6526 0.9684  0.0861
H 0.2044 -0.6266 1.7472  0.0449

Calculated values
LUMO level (alpha / beta) (eV): 0.15 / 0.18
Multiplicity: 1
Molecular weight (g mol⁻¹): 198.0
Frontier orbital gap (alpha / beta) (eV): 7.37 / 7.77
Relative energy (zero: lowest compared OMol25 entry of this formula, charge and spin) (kJ/mol): 514.14
Net charge: 0

***

An isolated ion of composition C3H7IN3 and charge +1, computed with ωB97M-V/def2-TZVPD.

Last column: Löwdin charge in e.
CARTESIAN COORDINATES (ANGSTROEM)
C 2.3396 -0.2083 -1.1667  -0.0711
N 1.5328 -0.0855 -0.0520  0.0364
N 0.4490 -0.5512 0.1451  0.0607
C -0.4180 -0.8298 1.0589  -0.1584
N -1.5897 -0.1517 1.1265  -0.5754
C -1.6354 0.8494 0.0554  -0.1527
I -3.3872 -0.5875 2.0087  1.0176
H 2.0803 -1.0355 -1.9301  0.1250
H 2.1124 0.8156 -1.6905  0.1501
H 3.4296 -0.1322 -0.8830  0.1190
H -0.0808 -1.5920 1.8366  0.1872
H -1.0113 1.5759 0.4980  0.0791
H -1.1910 0.6903 -0.9986  0.1343
H -2.6302 1.2426 -0.0085  0.0481

Calculated values
LUMO level (eV): -5.34
Multiplicity: 1
Molecular weight (g mol⁻¹): 212.0
Frontier orbital gap (eV): 7.89
SMILES: C/N=N/C=[N+](\C)I
Relative energy (zero: lowest compared OMol25 entry of this formula, charge and spin) (kJ/mol): 368.44
Net charge: +1

***

A 2-piece molecular cluster, C3H7INO overall, computed with ωB97M-V/def2-TZVPD.

Last column: Löwdin charge in e.
CARTESIAN COORDINATES (ANGSTROEM)
I -3.0175 -2.1498 -0.4149  -0.6607
C 0.9370 -1.3562 -0.8645  -0.0261
C 0.8888 0.0269 -0.2468  -0.5673
O 1.8844 0.7470 -0.2315  -0.0116
N -0.3034 0.4034 0.2503  0.0003
C -0.5074 1.6451 0.9432  -0.0884
H 0.1561 -2.0187 -0.4955  0.0074
H 1.9198 -1.7723 -0.6548  0.0721
H 0.8158 -1.2213 -1.9398  0.0823
H -1.0831 -0.2455 0.2279  -0.0333
H 0.4057 2.2344 0.9145  0.0715
H -0.7654 1.4849 1.9957  0.0772
H -1.3309 2.2221 0.5162  0.0766

Calculated values
LUMO level (eV): 3.65
Multiplicity: 1
Molecular weight (g mol⁻¹): 200.0
Frontier orbital gap (eV): 7.55
Relative energy (zero: lowest compared OMol25 entry of this formula, charge and spin) (kJ/mol): 0.00
Net charge: -1

***

The molecule C3H7IOS2, computed with ωB97M-V/def2-TZVPD.

Last column: Löwdin charge in e.
CARTESIAN COORDINATES (ANGSTROEM)
C -0.7964 -0.5614 -0.6084  -0.0936
C 0.5991 -0.2567 -0.2089  -0.5157
C 0.8058 0.4546 1.1218  -0.1240
S 1.3741 1.0019 -1.3766  0.0533
O 0.3380 1.9264 -1.8981  -0.5272
S 2.8804 2.1740 -0.7198  0.2441
I 2.1094 -0.2711 -3.4485  0.4706
H -1.0917 0.2942 -1.2142  0.0720
H -0.9898 -1.4758 -1.1328  0.0846
H -1.4654 -0.4552 0.2179  0.0811
H 1.1236 -1.1639 -0.3154  0.0903
H -0.0274 0.6228 1.7752  0.0800
H 1.2302 1.4478 0.8383  -0.0140
H 1.6369 -0.0686 1.6345  0.0985

Calculated values
LUMO level (eV): -1.79
Multiplicity: 1
Molecular weight (g mol⁻¹): 250.1
Frontier orbital gap (eV): 7.39
SMILES: CC(C)[S@@](=O)(=S)I
Relative energy (zero: lowest compared OMol25 entry of this formula, charge and spin) (kJ/mol): 56.51
Net charge: 0

***

C3H7InNO as an isolated structure, computed with ωB97M-V/def2-TZVPD.

Last column: Löwdin charge in e.
CARTESIAN COORDINATES (ANGSTROEM)
In 0.1860 1.4646 4.2491  1.2453
C 1.4970 1.0624 -0.6162  0.0993
C 0.3902 0.3542 0.1332  -0.3026
O 0.2026 0.3423 1.3359  0.1277
N -0.4246 -0.5377 -0.6500  0.3383
C -1.5285 -1.2295 -0.2202  0.1396
H 1.0991 2.0175 -0.9916  0.1550
H 2.0177 0.3405 -1.2514  0.1326
H 2.2663 1.3012 0.1304  0.1342
H -0.1064 -0.8191 -1.6059  0.2474
H -2.4167 -0.9198 -0.8907  0.2864
H -1.8018 -1.0442 0.8160  0.1507
H -1.3809 -2.3324 -0.4385  0.2462

Calculated values
LUMO level (eV): -19.94
Multiplicity: 1
Molecular weight (g mol⁻¹): 187.9
Frontier orbital gap (eV): 3.44
Relative energy (zero: lowest compared OMol25 entry of this formula, charge and spin) (kJ/mol): 68.37
Net charge: +3

***

C3H7KO3 as an isolated structure, computed with ωB97M-V/def2-TZVPD.

Last column: Löwdin charge in e.
CARTESIAN COORDINATES (ANGSTROEM)
K 2.7019 1.0256 1.7114  0.9472
C -1.0277 2.1497 -3.7413  -0.0546
C 0.2189 1.9526 -2.9216  -0.8733
O 0.7078 2.9696 -2.4413  -0.0997
O 0.7941 0.8505 -2.8202  -0.1219
H -1.4032 3.1700 -3.8192  0.0575
H -1.8086 1.4922 -3.3591  0.0613
H -0.7109 1.9591 -4.7667  0.0654
C 0.0214 -2.7906 3.4216  -0.1716
O 0.1019 -1.5606 4.1010  -0.1188
H 0.5057 -3.6021 3.9647  0.0813
H -1.0036 -3.1531 3.3440  0.0775
H 0.3618 -2.7416 2.3872  0.0761
H 0.5407 -1.7212 4.9396  0.0736

Calculated values
LUMO level (eV): -1.92
Multiplicity: 1
Molecular weight (g mol⁻¹): 130.2
Frontier orbital gap (eV): 4.01
Relative energy (zero: lowest compared OMol25 entry of this formula, charge and spin) (kJ/mol): 0.00
Net charge: 0